This record from the Open Molecules 2025 dataset describes a 11-piece molecular cluster, H22O11 overall at a distorted geometry. The level of theory is the ωB97M-V functional and the def2-TZVPD basis.

The spin multiplicity is 2. The calculation puts the orbital gap (alpha / beta) at 2.62 / 10.30 eV. As for the net charge: -1. For the energy above the lowest of the compared OMol25 structures with the same formula, charge and spin, the calculation gives 254.3 kJ/mol. The expectation value of S² is 0.751.

Geometry as XYZ:
```
33
H22O11 | the Open Molecules 2025 dataset | the ωB97M-V functional and the def2-TZVPD basis
O -1.64996 -0.17006 -2.73869
H -2.48995 0.16652 -2.42335
H -0.97269 0.50951 -2.76525
O -1.85944 -2.81963 2.07132
H -1.70801 -1.95722 1.62974
H -1.02699 -3.20822 1.78699
O 0.40304 3.66943 2.87801
H -0.46533 4.07303 2.95106
H 0.45084 3.25696 2.00664
O 2.06766 -0.91389 2.86396
H 2.97869 -1.06443 3.09928
H 2.04553 -0.27035 3.58789
O 5.36537 -0.26019 -0.61053
H 4.68128 -0.87407 -0.87954
H 4.81834 0.49766 -0.36329
O -1.26178 -0.94993 0.20422
H -1.12623 -1.75930 -0.28735
H -1.62439 -0.21224 -0.28826
O -3.19881 2.13373 1.55296
H -2.74191 2.92257 1.22660
H -2.70244 1.48334 1.03419
O -4.28177 -0.16921 -3.58513
H -3.74487 -0.69870 -4.17149
H -4.04469 0.75246 -3.52103
O 2.64331 1.87003 -0.09262
H 3.47362 2.34393 -0.22033
H 2.56618 1.57144 0.81582
O 0.49428 0.72475 -1.19314
H 0.83098 0.15563 -0.49867
H 0.99179 1.09409 -1.91653
O 0.19844 -4.09232 -0.37247
H 1.13046 -4.02301 -0.60938
H -0.24054 -3.78235 -1.17167
```

***

This record from the Open Molecules 2025 dataset describes a 3-piece molecular cluster, C4H15NO2 overall at a distorted geometry. The level of theory is the ωB97M-V functional and the def2-TZVPD basis.

The spin multiplicity is 1. The calculation puts the orbital gap at 9.50 eV. For the energy above the lowest of the compared OMol25 structures with the same formula, charge and spin, the calculation gives 146.7 kJ/mol.

Geometry as XYZ:
```
22
C4H15NO2 | the Open Molecules 2025 dataset | the ωB97M-V functional and the def2-TZVPD basis
C 0.77843 0.94742 1.35457
C 1.64837 0.45041 0.22922
C 0.95123 0.70821 -1.10113
N -0.49244 0.42805 -1.35074
C -0.82811 -1.00094 -1.33679
H 0.44595 2.00590 1.27107
H 1.24945 0.81073 2.34783
H -0.21304 0.41735 1.45634
H 1.81280 -0.61686 0.35247
H 2.59789 0.94447 0.19744
H 1.53325 0.37065 -1.97327
H 0.80119 1.78581 -1.12769
H -0.67443 0.84134 -2.26021
H -1.89536 -1.20272 -1.19068
H -0.25775 -1.48621 -0.53525
H -0.58056 -1.42289 -2.36095
H 0.42088 -2.86387 2.25374
H 0.83178 -1.47142 2.51519
O 0.29148 -1.97717 1.89283
H -2.36887 1.08179 -0.80878
H -2.98116 0.20282 0.30971
O -3.07097 1.04712 -0.13492
```

***

This record from the Open Molecules 2025 dataset describes a 7-piece molecular cluster, C56H46IN2O12P overall at a distorted geometry. The level of theory is the ωB97M-V functional and the def2-TZVPD basis.

The spin multiplicity is 1. The calculation puts the orbital gap at 6.33 eV.

Geometry as XYZ:
```
118
C56H46IN2O12P | the Open Molecules 2025 dataset | the ωB97M-V functional and the def2-TZVPD basis
C -0.15777 1.43649 -1.93552
C -0.04751 1.71338 -3.49468
I -1.92295 2.75244 -4.03804
C -0.00436 0.41796 -4.39418
C 1.03429 -0.65721 -3.95300
C 2.51473 -0.33449 -3.74932
P 3.21823 1.41142 -3.95847
C 5.08131 1.33402 -4.16542
C 3.00092 2.16239 -2.21852
C 3.46481 -1.35579 -3.38280
C 3.06940 -2.79075 -3.16714
N 4.08591 -3.68251 -2.85462
C 3.55710 -4.92503 -2.71883
C 2.12529 -5.29372 -2.83260
N 1.15470 -4.39711 -3.13338
C 1.64877 -3.11643 -3.32545
C 0.64835 -2.05185 -3.70903
C -0.86039 -2.50755 -3.85101
C -1.57053 -2.70540 -2.47726
C -2.01122 -1.57374 -1.63856
C -2.65240 -1.74476 -0.33251
C -2.93562 -3.08894 0.22129
C -2.52724 -4.22749 -0.62596
C -1.86167 -4.04561 -1.92914
H -1.25985 1.41089 -1.69203
H 0.36240 0.50083 -1.60648
H 0.22614 2.35462 -1.41155
H 0.75490 2.46060 -3.71688
H -1.05098 0.04440 -4.49989
H 0.30599 0.76363 -5.42802
H 5.47335 2.33811 -4.50302
H 5.56186 1.11640 -3.17260
H 5.43248 0.58069 -4.91509
H 3.99803 2.35797 -1.73403
H 2.49027 1.40322 -1.55346
H 2.33128 3.06255 -2.23757
H 4.55220 -1.09736 -3.27142
H 4.27986 -5.75613 -2.49333
H 1.83011 -6.35608 -2.68229
H -1.43590 -1.87307 -4.56944
H -0.80212 -3.53549 -4.31914
H -1.85873 -0.53185 -1.99587
H -2.95901 -0.88853 0.32121
H -3.41310 -3.23604 1.21884
H -2.75859 -5.24634 -0.21806
H -1.59773 -4.96258 -2.50221
C 0.01948 4.93553 -6.66723
C 0.06726 6.23327 -6.96364
C 1.33906 6.88625 -7.34847
O 1.38512 8.06974 -7.61700
C 2.55459 6.04039 -7.39274
C 2.50585 4.74272 -7.09662
C 1.23343 4.09092 -6.71189
O 1.18703 2.90752 -6.44434
H -0.90054 4.44113 -6.38316
H -0.81153 6.86531 -6.93693
H 3.47536 6.53421 -7.67682
H 3.38406 4.10961 -7.12327
C -2.19811 -3.68703 6.05966
C -1.95345 -3.19063 4.84913
C -3.01098 -2.51480 4.06802
O -2.78624 -2.06338 2.96116
C -4.35324 -2.40896 4.68370
C -4.59907 -2.90479 5.89481
C -3.53877 -3.58191 6.67698
O -3.76207 -4.03303 7.78222
H -1.43609 -4.18642 6.64422
H -0.97900 -3.25869 4.38247
H -5.11510 -1.91018 4.09750
H -5.57438 -2.83714 6.36045
C -1.97988 5.14311 0.29466
C -2.53445 5.66981 1.38467
C -1.70581 6.13002 2.52288
O -2.21343 6.60836 3.51691
C -0.23528 5.98288 2.40028
C 0.31747 5.45585 1.30890
C -0.51193 4.99662 0.17305
O -0.00892 4.51705 -0.82399
H -2.56978 4.80055 -0.54669
H -3.60602 5.78497 1.48982
H 0.35580 6.32404 3.24013
H 1.38878 5.33999 1.20225
C -4.80788 -7.76350 1.30636
C -4.13903 -6.75003 1.85319
C -3.43832 -6.90194 3.14801
O -2.82963 -5.97662 3.64824
C -3.50814 -8.22346 3.81174
C -4.17680 -9.23742 3.26553
C -4.87785 -9.08596 1.96967
O -5.48576 -10.00987 1.47026
H -5.32673 -7.67019 0.36054
H -4.07742 -5.77715 1.38205
H -2.98933 -8.31596 4.75762
H -4.23874 -10.21004 3.73726
C -0.31175 3.95095 7.39442
C -1.00952 3.52495 8.44564
C -2.29832 4.15316 8.81788
O -2.93386 3.76638 9.77730
C -2.78116 5.27121 7.97551
C -2.08323 5.69737 6.92401
C -0.79534 5.06924 6.55265
O -0.16110 5.45697 5.59295
H 0.63220 3.50455 7.10772
H -0.67164 2.70854 9.07158
H -3.72504 5.71760 8.26186
H -2.42040 6.51355 6.29709
C 4.66801 -1.36064 0.71822
C 5.55454 -1.50504 -0.26567
C 6.52575 -0.43512 -0.58730
O 7.33281 -0.56422 -1.48601
C 6.47548 0.80070 0.22765
C 5.58946 0.94496 1.21144
C 4.61742 -0.12563 1.53318
O 3.81081 0.00532 2.43135
H 3.94960 -2.13190 0.96639
H 5.60502 -2.40228 -0.87133
H 7.19366 1.57212 -0.02127
H 5.53818 1.84159 1.81653
```

***

The records above give, respectively, calculated total energy values of -22878.130 -9975.565 -103747.913 eV.